[1]
Density functional theory data (ωB97M-V/def2-TZVPD) for a molecular structure, C22H10F5N3O4PdS.

Structure (XYZ):
```
46
Properties=species:S:1:pos:R:3:forces:R:3
Pd -0.863 -1.450 2.061 -0.265 -0.229 -0.073
O 0.158 -1.438 5.735 0.017 -0.006 -0.018
S -0.880 -1.581 4.731 0.096 0.109 -0.207
O -2.181 -1.917 5.279 -0.008 -0.017 0.081
O -0.454 -2.631 3.680 -0.070 0.064 -0.083
O -0.966 -0.339 3.844 0.005 -0.019 0.080
N 1.957 6.411 -4.476 0.007 0.019 -0.014
C 1.700 5.545 -3.765 -0.047 -0.166 0.132
C 1.377 4.457 -2.872 0.064 0.250 -0.204
C 2.001 3.223 -3.030 -0.030 -0.094 0.079
C 1.686 2.185 -2.168 0.025 0.064 -0.063
C 0.751 2.363 -1.151 -0.038 -0.191 0.101
C 0.129 3.602 -1.010 0.042 0.109 -0.019
C 0.439 4.650 -1.859 -0.027 -0.108 0.076
C 0.437 1.235 -0.216 0.044 0.253 -0.154
C -0.917 0.804 -0.232 -0.121 0.042 0.153
C -1.891 1.290 -1.144 0.020 -0.024 -0.127
C -3.091 0.681 -0.828 0.014 -0.001 0.095
C -2.815 -0.144 0.278 -0.102 0.005 0.010
N -1.538 -0.078 0.640 0.306 -0.226 -0.164
C 1.496 0.806 0.548 0.065 -0.156 0.144
C 2.811 1.411 0.680 -0.129 0.039 -0.054
C 3.455 0.704 1.645 -0.083 -0.139 0.064
C 2.524 -0.325 2.070 0.182 0.100 -0.056
N 1.399 -0.267 1.424 0.070 0.180 0.098
H 2.725 3.080 -3.821 -0.003 0.017 -0.011
H 2.163 1.220 -2.274 -0.012 -0.003 0.006
H -0.604 3.732 -0.224 0.018 -0.010 0.006
H -0.042 5.612 -1.743 0.014 0.013 -0.011
H -1.714 1.990 -1.946 -0.008 -0.042 0.015
H -4.045 0.807 -1.315 -0.001 0.003 0.002
H -3.494 -0.783 0.822 0.001 -0.012 -0.007
H 3.180 2.279 0.153 -0.020 -0.015 -0.006
H 4.449 0.875 2.033 -0.004 -0.006 0.003
H 2.683 -1.079 2.831 0.005 0.008 0.005
F 1.146 -2.531 -0.393 -0.034 0.010 0.051
C 0.021 -3.266 -0.261 0.134 -0.011 -0.101
C -0.946 -2.943 0.672 -0.043 0.189 0.156
C -2.050 -3.779 0.654 -0.076 -0.095 -0.049
F -3.096 -3.568 1.482 0.028 0.043 0.029
C -2.187 -4.867 -0.194 0.002 0.013 -0.005
F -3.290 -5.646 -0.166 0.006 -0.006 -0.005
C -1.182 -5.158 -1.095 -0.003 0.027 0.017
F -1.293 -6.211 -1.933 0.002 -0.002 -0.004
C -0.067 -4.345 -1.130 -0.042 0.033 0.035
F 0.918 -4.614 -2.015 -0.006 -0.013 -0.006
```
Positions in Å, forces in eV/Å.

Results
Strongest force on any atom   0.4 eV/A
Gap between HOMO and LUMO   6.23 eV
Energy   -63539.7701 eV
Charge   -2
Multiplicity   1


[2]
Density functional theory data (ωB97M-V/def2-TZVPD) for a molecular structure, C22H10F6GaN3OS7.

Structure (XYZ):
```
50
Properties=species:S:1:pos:R:3:forces:R:3
Ga 0.873 0.492 1.162 0.245 0.051 0.546
S 2.361 0.009 3.019 0.027 -0.003 -0.097
C 1.975 1.383 3.996 -0.104 0.080 -0.168
C 2.581 1.417 5.293 0.039 -0.017 0.168
N 3.081 1.415 6.330 0.025 0.010 0.014
C 1.174 2.415 3.614 0.060 -0.185 -0.069
S 0.352 2.533 2.077 -0.041 0.033 -0.142
C 0.947 3.503 4.508 -0.005 0.148 0.116
N 0.757 4.398 5.210 -0.014 0.001 0.008
F -3.129 -5.372 2.568 0.009 0.022 -0.002
C -2.503 -4.197 2.347 0.046 0.047 0.000
C -2.884 -3.378 1.302 -0.001 -0.038 0.039
F -3.885 -3.764 0.486 0.028 0.002 0.015
C -2.245 -2.174 1.084 -0.022 0.039 0.068
F -2.649 -1.438 0.037 0.014 0.000 0.000
C -1.185 -1.712 1.885 0.066 -0.177 0.020
O -0.618 -0.564 1.687 -0.122 0.108 -0.175
C -0.830 -2.574 2.939 -0.011 0.027 0.005
F 0.164 -2.230 3.764 -0.032 -0.015 -0.022
C -1.468 -3.780 3.165 -0.036 -0.031 -0.036
F -1.085 -4.561 4.191 -0.015 0.019 -0.028
C -3.858 1.129 -2.999 -0.039 0.008 -0.009
S -2.354 1.296 -3.991 0.020 -0.008 0.007
C -1.555 2.602 -3.145 0.025 -0.009 -0.059
C -1.041 2.530 -1.885 -0.018 -0.072 0.004
S -1.105 1.197 -0.815 -0.093 0.066 0.044
S -0.327 4.045 -1.340 -0.028 0.044 -0.041
C -0.609 5.005 -2.748 0.061 0.016 0.006
S -0.127 6.585 -2.905 -0.020 -0.004 -0.003
S -1.445 4.140 -3.967 0.004 0.026 0.014
H -4.407 0.274 -3.393 -0.017 -0.025 -0.020
H -4.472 2.024 -3.076 -0.001 0.017 -0.004
H -3.583 0.939 -1.963 0.011 -0.003 0.027
C -0.871 -2.101 -2.426 -0.010 0.090 -0.084
C -0.105 -2.489 -1.255 0.169 0.091 0.046
N 0.523 -2.738 -0.327 -0.015 -0.269 -0.035
H -1.703 -2.786 -2.580 -0.020 0.018 0.009
H -0.222 -2.104 -3.302 -0.023 -0.009 -0.006
H -1.241 -1.084 -2.268 -0.026 -0.004 -0.031
F 5.047 -0.363 -3.239 0.001 0.005 -0.001
C 4.105 -0.174 -2.269 -0.008 -0.009 0.013
C 3.285 0.931 -2.341 0.061 -0.057 -0.032
C 2.322 1.096 -1.351 -0.028 0.027 0.037
C 2.182 0.195 -0.299 -0.196 -0.071 -0.149
C 3.049 -0.896 -0.268 -0.006 -0.008 0.120
C 4.009 -1.098 -1.249 0.066 0.039 -0.100
H 3.394 1.638 -3.153 0.005 0.006 -0.007
H 1.669 1.957 -1.413 -0.025 -0.007 0.001
H 2.980 -1.619 0.535 -0.015 -0.001 -0.006
H 4.675 -1.951 -1.230 0.009 -0.016 -0.003
```
Positions in Å, forces in eV/Å.

Results
Strongest force on any atom   0.6 eV/A
Gap between HOMO and LUMO   6.48 eV
Energy   -174025.2506 eV
Charge   -2
Multiplicity   1


[3]
Density functional theory data (ωB97M-V/def2-TZVPD) for 33 unconnected molecules or ions with the total composition C22H112B2Cl2N5O36.

Structure (XYZ):
```
179
Properties=species:S:1:pos:R:3:forces:R:3
C 3.852 -4.050 3.132 -0.559 -1.051 0.144
C 2.341 -4.532 3.018 0.854 -0.886 -0.271
C 1.723 -4.403 1.555 -0.568 -1.521 1.606
N 0.575 -3.466 1.558 0.625 1.032 -1.287
C 0.842 -2.208 0.869 -0.308 -0.023 0.153
B 2.160 -1.375 1.383 1.898 -0.143 -0.409
O 3.364 -1.333 0.594 -2.317 0.542 0.542
C 2.198 -0.513 2.756 0.195 -0.170 -0.005
C 1.577 -1.242 4.016 0.595 1.357 0.564
N -0.265 -1.213 1.145 0.141 1.825 -1.079
C -0.071 -0.157 0.208 0.030 -3.942 0.582
N -0.434 1.082 0.421 -0.297 0.158 -0.144
C -1.060 1.575 1.686 1.077 1.099 1.174
C -1.771 2.964 1.466 -1.117 -1.081 0.467
C -3.038 2.741 0.534 0.999 0.297 -0.176
C -2.677 3.236 -0.935 -1.320 -1.220 -0.468
C -2.800 2.042 -1.969 0.074 1.330 0.772
O -4.190 1.646 -2.009 1.430 -0.988 -0.239
C -4.179 0.215 -2.154 -0.959 -1.382 -0.120
C -5.561 -0.395 -2.627 0.876 -0.243 0.372
N 0.498 -0.774 -0.919 1.600 3.051 0.689
C 1.397 -0.044 -1.775 -0.821 1.430 -0.193
Cl 0.325 0.664 -3.138 0.352 -0.770 -0.097
C 2.185 1.179 -1.089 1.974 -0.734 -1.298
C 3.714 1.080 -1.569 -0.715 0.770 0.574
Cl 1.621 2.829 -1.715 0.290 -0.492 1.188
C 0.602 -2.254 -0.712 -0.186 -1.706 1.998
N 1.605 -3.056 -1.372 -0.853 1.640 -1.053
C 1.327 -3.298 -2.814 1.232 -1.461 -1.001
C 0.800 -4.781 -3.112 -0.993 1.630 -0.255
B -0.961 -2.721 -0.931 -1.614 -2.045 -0.510
O -1.918 -1.871 -1.591 1.701 -0.930 0.399
O -1.444 -3.983 -0.528 0.263 3.089 -0.686
C -2.899 -4.047 -0.587 -0.749 -2.459 0.545
C -3.277 -5.455 0.049 0.003 0.770 0.521
H 4.138 -3.350 2.307 -0.180 -0.341 0.879
H 4.002 -3.625 4.161 0.216 -0.206 -1.127
H 4.504 -4.977 3.058 -0.687 1.575 -0.017
H 1.713 -4.033 3.808 0.385 -0.406 -1.035
H 2.337 -5.638 3.304 -0.084 1.703 -0.341
H 2.481 -4.207 0.760 -0.701 0.262 0.714
H 1.290 -5.423 1.325 0.459 1.065 -0.047
H 0.162 -3.343 2.478 0.280 -0.157 -0.204
H 3.804 -0.496 0.817 0.444 -0.634 0.190
H 1.733 0.514 2.620 0.298 -1.029 0.085
H 3.283 -0.301 2.997 -1.078 -0.140 -0.250
H 1.397 -0.438 4.788 0.132 -0.953 -0.661
H 2.343 -1.918 4.476 -0.926 0.294 -0.650
H 0.591 -1.723 3.846 1.024 0.156 0.040
H -0.424 -0.968 2.121 0.017 0.140 -0.325
H -0.292 1.777 -0.311 -0.120 -0.287 0.086
H -0.216 1.748 2.421 -0.748 -0.274 -0.682
H -1.715 0.802 2.163 0.275 0.683 -0.838
H -2.134 3.325 2.465 0.656 -0.412 -0.822
H -1.065 3.743 1.076 -0.576 -0.788 0.292
H -3.941 3.264 0.941 0.956 -0.292 -0.457
H -3.286 1.639 0.552 0.187 1.101 -0.246
H -3.461 3.985 -1.227 1.116 -0.328 0.079
H -1.635 3.643 -1.006 -0.942 -0.047 0.154
H -2.150 1.196 -1.612 -0.687 0.619 -0.406
H -2.466 2.361 -2.994 -0.268 -0.337 0.781
H -3.379 -0.134 -2.871 -0.724 0.718 0.536
H -3.927 -0.260 -1.165 -0.023 0.535 -0.824
H -6.067 -0.858 -1.742 0.090 0.705 -0.833
H -6.208 0.353 -3.151 0.536 -0.688 0.541
H -5.312 -1.238 -3.324 -0.469 0.871 0.559
H 2.156 -0.652 -2.328 -0.957 0.087 0.831
H 2.219 1.164 0.025 -0.743 0.155 -0.935
H 4.304 1.640 -0.795 -0.289 -0.392 -0.886
H 4.074 0.024 -1.598 -0.389 0.866 -0.112
H 3.792 1.599 -2.565 0.172 -0.821 0.952
H 2.541 -2.650 -1.330 -0.279 -0.050 0.590
H 2.328 -3.246 -3.337 -1.032 0.198 0.543
H 0.697 -2.512 -3.314 0.338 -0.678 0.566
H 1.180 -5.060 -4.124 -0.258 -0.085 0.950
H -0.324 -4.699 -3.193 1.084 -0.543 0.217
H 1.075 -5.499 -2.305 -0.083 0.637 -0.752
H -1.541 -1.537 -2.421 -0.071 0.335 0.388
H -3.342 -3.255 0.067 0.319 -0.395 -0.838
H -3.299 -4.036 -1.639 0.601 0.373 1.122
H -4.334 -5.725 -0.187 0.948 0.163 0.018
H -3.225 -5.380 1.174 0.072 -0.168 -1.144
H -2.573 -6.262 -0.270 -0.584 0.755 0.036
O 0.030 5.937 -2.061 0.145 -0.244 -0.081
H -0.719 5.773 -2.646 0.035 0.016 -0.164
H 0.303 5.056 -1.776 -0.014 -0.032 0.016
O 1.570 -6.939 4.799 0.156 -0.043 0.348
H 0.810 -7.130 4.237 0.039 -0.119 0.017
H 1.833 -7.805 5.138 -0.176 -0.068 -0.039
O -1.140 -0.954 5.008 -0.176 0.243 0.031
H -1.016 -1.515 5.785 -0.108 0.107 0.079
H -1.617 -0.188 5.349 -0.207 -0.168 0.057
O 0.475 2.254 5.548 -0.096 0.112 -0.267
H 1.209 2.590 5.019 0.119 -0.158 0.091
H 0.219 1.439 5.102 0.032 -0.052 0.170
O 3.220 -0.625 -4.351 -0.030 0.163 0.167
H 3.818 -0.248 -5.009 0.057 -0.092 0.031
H 2.493 0.007 -4.302 -0.049 -0.005 -0.347
O -2.478 6.014 1.932 0.077 -0.547 0.201
H -1.850 6.342 1.277 -0.351 0.196 0.018
H -3.174 6.681 1.938 0.172 0.164 -0.025
O -1.468 -4.185 4.335 -0.091 0.224 -0.058
H -2.279 -4.142 3.813 0.049 -0.190 -0.073
H -1.181 -3.268 4.407 -0.082 0.046 0.026
O -3.984 3.382 4.554 0.235 -0.069 -0.161
H -3.968 3.871 3.723 -0.114 0.099 0.074
H -3.493 3.943 5.164 -0.080 0.006 0.029
O -3.016 8.720 2.749 -0.372 0.165 0.219
H -3.343 9.619 2.628 0.143 0.017 -0.112
H -2.844 8.657 3.697 0.172 -0.047 -0.052
O -4.721 -6.010 3.153 -0.078 -0.079 -0.004
H -4.597 -6.749 3.758 0.045 0.076 0.057
H -5.391 -6.326 2.533 0.039 0.112 -0.076
O 2.690 5.830 -3.970 -0.326 -0.032 0.381
H 2.834 5.210 -3.247 -0.028 0.058 0.019
H 2.199 6.556 -3.563 0.039 -0.008 0.005
O -3.732 -2.259 6.283 0.184 0.049 -0.154
H -4.013 -1.609 5.631 -0.109 -0.016 0.061
H -3.360 -2.976 5.755 -0.036 -0.096 0.129
O 4.766 3.601 -4.262 -0.265 -0.158 0.459
H 4.300 4.426 -4.460 0.258 -0.025 -0.517
H 4.913 3.636 -3.310 0.206 0.046 -0.061
O 1.877 7.293 -0.101 -0.122 -0.202 -0.263
H 1.976 6.509 0.449 0.104 0.138 0.146
H 1.209 7.042 -0.751 0.000 0.078 0.043
O -5.216 3.746 -3.805 -0.010 -0.158 -0.001
H -5.164 3.019 -3.168 0.121 -0.033 0.046
H -5.890 3.464 -4.432 -0.016 0.142 -0.009
O -4.682 -4.739 -3.497 0.098 -0.013 -0.064
H -3.980 -4.359 -4.038 -0.069 0.043 -0.028
H -4.905 -5.559 -3.950 -0.053 0.003 0.062
O 4.144 6.337 -6.287 -0.153 0.111 0.080
H 3.606 6.506 -5.500 0.203 -0.120 -0.191
H 3.546 6.502 -7.023 0.123 -0.042 -0.075
O -6.368 -4.844 0.778 -0.011 0.196 0.083
H -6.407 -4.341 -0.043 -0.073 -0.114 -0.045
H -5.875 -4.273 1.378 -0.037 -0.070 0.060
O -5.217 -0.906 -5.714 0.050 0.224 -0.441
H -6.030 -0.830 -6.228 -0.093 -0.089 0.168
H -4.889 0.000 -5.658 -0.008 -0.020 0.108
O 6.130 -5.754 4.242 0.215 -0.250 0.276
H 6.621 -5.616 5.059 0.052 0.033 -0.061
H 5.602 -6.540 4.418 0.000 0.022 -0.021
O 1.463 10.250 -1.045 -0.033 -0.203 -0.137
H 0.714 10.091 -1.628 -0.018 0.124 0.032
H 1.734 9.368 -0.761 0.072 0.084 0.192
O 3.692 2.313 5.570 -0.273 0.091 -0.161
H 3.818 1.754 6.343 0.008 0.023 -0.004
H 3.223 3.086 5.916 0.217 0.030 0.252
O 6.471 1.214 -5.461 -0.264 -0.093 0.341
H 6.616 0.593 -4.736 0.185 0.089 0.019
H 5.981 1.940 -5.054 -0.053 0.286 -0.222
O -5.543 7.874 4.251 0.047 0.152 -0.073
H -4.917 8.207 3.595 0.001 -0.125 -0.067
H -6.247 8.532 4.261 -0.049 -0.093 0.076
O 2.769 -9.873 5.447 0.238 0.151 -0.026
H 2.901 -10.784 5.162 -0.157 0.005 -0.025
H 3.656 -9.567 5.667 -0.029 -0.041 0.089
O 1.032 -8.747 2.821 -0.042 -0.120 -0.415
H 1.966 -8.554 2.679 -0.003 0.026 0.163
H 0.744 -9.140 1.990 -0.092 -0.010 0.065
O -2.017 7.206 -0.651 -0.009 0.044 -0.154
H -2.462 7.503 -1.452 -0.156 0.100 0.161
H -1.216 6.777 -0.977 0.041 0.093 0.039
O 6.821 -1.541 -6.310 -0.025 0.023 0.095
H 6.007 -1.467 -6.818 0.058 -0.019 -0.063
H 7.089 -0.624 -6.164 0.028 -0.129 -0.190
O 1.277 2.961 -5.902 -0.130 -0.016 0.197
H 0.910 3.848 -5.978 0.084 0.004 -0.101
H 1.478 2.871 -4.965 0.081 0.002 -0.038
O 9.311 0.390 -5.134 -0.071 -0.062 -0.189
H 9.013 1.089 -5.727 -0.058 0.041 0.108
H 9.697 -0.269 -5.722 0.041 -0.032 0.095
O -3.844 -1.323 -8.397 -0.213 0.164 -0.013
H -4.368 -1.044 -7.634 0.197 -0.244 0.081
H -4.430 -1.192 -9.149 0.120 -0.043 -0.067
O 1.815 4.451 7.302 0.142 -0.154 -0.405
H 1.638 5.174 6.691 -0.008 0.092 0.144
H 1.157 3.783 7.076 -0.158 -0.082 0.122
```
Positions in Å, forces in eV/Å.

Results
Strongest force on any atom   4.0 eV/A
Gap between HOMO and LUMO   7.83 eV
Energy   -132185.0812 eV
Charge   +1
Multiplicity   1


[4]
Density functional theory data (ωB97M-V/def2-TZVPD) for C22H11Br3OS in the gas phase.

Structure (XYZ):
```
38
Properties=species:S:1:pos:R:3:forces:R:3
O -0.110 1.084 -4.868 0.547 2.498 -4.578
C -0.112 0.630 -3.676 2.626 2.041 -0.142
C 0.971 0.892 -2.868 1.026 0.010 0.560
Br 2.507 2.083 -3.445 -1.777 -1.391 0.471
C 0.924 0.366 -1.619 0.497 0.628 1.507
C -0.214 -0.340 -1.120 0.791 1.494 -1.882
C -0.121 -0.660 0.288 -0.726 -1.081 2.924
C 0.138 -1.981 0.662 1.234 -3.096 0.030
C 0.349 -3.011 -0.349 -0.190 0.842 3.656
C 0.673 -4.272 -0.003 0.747 -2.048 -1.036
C 0.928 -4.672 1.307 -1.441 0.674 2.311
C 0.649 -3.773 2.336 1.200 -1.647 -1.676
C 0.346 -2.452 2.033 -0.757 3.027 0.859
C 0.280 -1.424 3.067 -0.132 -0.736 -0.598
Br 0.412 -1.776 4.948 0.140 -0.079 -0.765
C 0.072 -0.127 2.682 -0.124 0.523 1.224
S 0.123 1.353 3.653 0.150 -1.132 1.530
C -0.259 2.387 2.335 1.070 -2.030 0.221
C -0.126 3.726 2.414 -1.250 2.639 -1.789
C -0.430 4.441 1.225 0.806 0.272 1.248
C -0.791 3.807 0.054 -0.526 -1.056 -0.622
C -0.810 2.403 0.004 -0.419 -0.725 0.520
C -0.448 1.638 1.166 -0.713 2.123 -1.064
C -0.225 0.220 1.381 -0.154 0.538 -3.994
C -1.291 -0.503 -2.011 -0.108 -1.092 2.141
C -1.219 0.055 -3.244 -2.489 -1.595 0.395
Br -2.738 0.022 -4.361 -0.062 -0.149 -0.093
H 0.570 1.797 -4.993 -0.640 -1.021 0.113
H 1.753 0.702 -0.974 -0.584 -0.741 0.129
H 0.313 -2.706 -1.310 -0.372 0.611 -3.096
H 0.787 -5.079 -0.745 -0.001 0.775 -0.016
H 1.144 -5.688 1.659 0.128 0.329 -0.826
H 0.833 -4.164 3.313 -0.173 0.463 0.738
H 0.034 4.326 3.307 0.229 -0.535 0.038
H -0.317 5.520 1.274 -0.247 -0.056 -0.170
H -1.143 4.353 -0.840 0.425 -0.197 0.687
H -1.237 1.894 -0.882 0.653 0.473 0.561
H -2.213 -1.071 -1.801 0.614 0.447 0.486
```
Positions in Å, forces in eV/Å.

Results
Strongest force on any atom   5.2 eV/A
Gap between HOMO and LUMO   7.38 eV
Energy   -246001.9916 eV
Charge   0
Multiplicity   1